14
Properties=species:S:1:pos:R:3:forces:R:3 method="wB97M-V/def2-TZVPD" e_lumo_ev="4.65 / 4.45" total_charge=-1 homo_ev="1.335 / -3.703" s_squared=0.752 de_lowest_kcal_mol=20.47 spin_multiplicity=2
N -2.04382 0.68982 0.13986 -0.01 0.28 0.35
C -0.95800 0.54314 1.12402 0.05 0.15 -0.23
C 1.91398 -1.09160 -1.01338 0.08 0.02 0.72
C 0.75774 -0.16531 -0.73561 -0.65 0.32 1.16
C 0.39510 0.18195 0.57119 0.75 -0.18 -0.92
H -2.35733 -0.22948 -0.15559 0.26 0.06 -0.13
H -1.63231 1.14735 -0.66180 -0.15 -0.01 -0.28
H -0.92293 1.44518 1.73792 0.12 -0.05 -0.07
H -1.29106 -0.24138 1.83564 0.03 -0.23 -0.02
H 2.55925 -0.82144 -1.85172 -0.14 0.09 -0.30
H 1.59830 -2.13789 -1.12759 0.08 0.25 -0.21
H 2.56965 -1.10658 -0.12714 0.00 0.04 0.03
H 0.30701 0.37749 -1.56330 -0.11 -0.47 -0.03
H 1.14438 -0.04272 1.34499 -0.31 -0.26 -0.07


14
Properties=species:S:1:pos:R:3:forces:R:3 method="wB97M-V/def2-TZVPD" e_lumo_ev=1.17 homo_ev=-8.084 smiles="C=CN.C=C" de_lowest_kcal_mol=57.40
C 0.00725 -1.26446 1.05611 0.29 0.03 -1.12
C 0.40119 -1.51125 -0.23022 -1.04 -0.11 2.01
N 1.40295 -0.93498 -0.95324 1.73 -0.08 -1.64
H 0.34042 -0.40813 1.68980 0.06 -0.98 -0.73
H -0.72223 -1.95153 1.48954 -0.07 0.49 -0.22
H -0.13986 -2.23871 -0.84134 0.16 -0.41 0.67
H 2.01824 -1.59189 -1.49369 -1.15 1.47 0.72
H 1.64260 0.04992 -0.94384 0.03 -0.57 0.37
C -1.52659 1.43921 0.09434 1.15 1.65 -1.61
C -0.41762 2.22231 0.13627 -0.59 -0.99 0.32
H -1.91340 0.93768 0.96781 -0.63 0.59 0.11
H -2.04268 1.41304 -0.90084 0.66 -1.13 0.99
H -0.08493 2.68782 1.05369 0.39 -0.65 0.41
H 0.29576 2.33183 -0.68737 -1.00 0.71 -0.29


14
Properties=species:S:1:pos:R:3:forces:R:3 method="wB97M-V/def2-TZVPD" e_lumo_ev=1.18 homo_ev=-8.133 smiles="C=CN.C=C" de_lowest_kcal_mol=39.56
C 2.57962 1.00414 -3.26991 -0.80 -0.07 0.07
C 2.30927 -0.30667 -3.28990 1.53 0.33 -0.01
N 1.20747 -0.97328 -2.82887 -0.05 0.32 0.04
H 1.81267 1.75177 -3.09789 0.11 0.03 0.28
H 3.60076 1.32297 -3.40062 -0.05 0.11 -0.33
H 3.18546 -0.87591 -3.59593 -0.45 -0.68 0.14
H 0.93418 -1.88287 -3.13953 0.13 -0.06 -0.22
H 0.49686 -0.40017 -2.42486 -0.42 0.02 0.02
C -3.60489 0.08924 4.84609 -0.74 1.93 -0.38
C -2.34273 0.26984 4.50525 0.57 -1.86 0.70
H -4.04340 -0.69921 5.43387 0.43 -0.46 -0.08
H -4.30397 0.89093 4.60519 -0.11 -0.18 0.01
H -1.68484 -0.55496 4.78479 0.30 0.32 -0.14
H -1.87182 1.08941 3.98850 -0.44 0.25 -0.12


14
Properties=species:S:1:pos:R:3:forces:R:3 method="wB97M-V/def2-TZVPD" e_lumo_ev=1.15 homo_ev=-8.941 smiles="C=CN.C=C" de_lowest_kcal_mol=70.39
C -1.00685 -0.15799 0.46876 -1.45 -0.44 1.25
C -0.89772 -1.32724 1.11415 1.15 -0.09 0.39
N 0.41572 -1.85565 1.51578 -1.14 1.56 -0.25
H -0.48694 0.71563 0.85025 1.05 -0.35 -1.19
H -1.90270 0.00985 -0.12190 -0.34 0.34 0.60
H -1.72257 -1.93401 1.51102 -0.19 -0.17 -1.48
H 0.40026 -2.79495 1.14173 0.41 -0.23 0.71
H 0.50333 -1.77499 2.51744 0.28 -0.78 0.22
C 1.32767 1.37874 -1.11164 -0.15 0.66 -0.82
C 0.29145 1.64711 -1.88388 -0.79 -0.28 0.39
H 1.21749 1.68825 -0.08232 0.62 -0.76 0.23
H 2.21700 1.00011 -1.59224 0.50 0.23 0.56
H -0.65377 1.82095 -1.36542 0.11 0.58 -0.55
H 0.29763 1.58418 -2.96173 -0.06 -0.27 -0.05